1.
Entry from the Open Molecules 2025 dataset: a structure of composition C34H39N2SeTc (the ωB97M-V functional and the def2-TZVPD basis).

Last column: Löwdin charge in e.
Geometry (Å):
C (3.6336, 2.4688, -1.0416)  -0.36
H (0.9776, 3.5149, 0.4330)  0.14
Tc (-0.1511, -0.2527, -0.3892)  0.93
H (-0.1715, 0.6823, 4.6035)  0.07
N (1.1114, 1.4548, 0.2684)  -0.05
C (-0.5602, -5.0844, -1.7011)  -0.11
C (-2.8219, 1.1637, -4.3381)  -0.06
C (-0.6379, 2.6490, -0.7363)  -0.33
H (3.5968, 0.4506, 3.9673)  0.11
C (1.1945, -3.4732, -1.2873)  -0.66
H (-3.3888, 0.4646, -4.9597)  0.08
H (2.0745, -1.3540, 3.9938)  0.07
C (-3.2906, -0.5979, 3.8013)  -0.10
H (3.1837, -4.1925, -1.6401)  0.08
H (-1.5513, -0.8213, -2.9436)  0.07
C (0.3743, -6.0430, -2.0687)  -0.13
C (2.3732, 0.8676, 2.2652)  -0.14
H (3.2681, 1.9667, -3.0995)  0.08
C (2.3397, 1.4263, 0.9767)  -0.18
C (3.5686, 0.8784, 2.9717)  -0.04
H (-5.0909, 0.2886, -3.0694)  0.08
H (-3.0755, 3.7262, -2.6349)  0.09
H (-4.6223, 0.7247, -1.4161)  0.09
H (0.3120, 0.3729, 2.2085)  0.07
H (-3.2273, -1.2860, -3.2709)  0.08
C (1.1322, 0.2918, 2.9197)  -0.39
H (-1.6174, -5.3262, -1.7151)  0.09
C (2.1295, -4.4422, -1.6598)  -0.17
H (-3.1736, 2.1754, -4.5490)  0.07
H (-2.6886, -0.9512, -1.6101)  0.05
C (0.5427, 2.5931, 0.0419)  -0.10
H (-1.1705, 4.7771, -1.0377)  0.09
H (1.5316, 1.0166, 4.9362)  0.07
H (-2.3503, -3.3639, 1.2850)  0.10
C (4.7177, 1.4295, 2.4288)  -0.09
C (-2.4594, -0.3087, 2.7293)  -0.07
N (-1.1494, 1.4617, -1.2256)  0.00
H (-0.8835, -3.0569, -1.0348)  0.05
H (-3.5519, 0.1847, 4.5039)  0.09
H (-3.8374, -3.8788, 3.1923)  0.09
C (-4.4743, 0.9654, -2.4708)  -0.05
H (3.8875, 4.3735, -2.0516)  0.07
C (-2.6213, -2.5892, 1.9921)  -0.05
C (-3.4522, -2.8743, 3.0640)  -0.10
H (4.6795, 2.2721, -1.2946)  0.12
C (-2.5904, -0.6469, -2.6515)  -0.09
H (1.5751, -1.7443, 2.3319)  0.04
C (-2.1706, 1.7856, -2.0374)  -0.26
C (-0.1575, -3.8110, -1.3167)  -0.15
C (3.5056, 1.9445, 0.3896)  -0.13
C (-1.3564, 3.7329, -1.2417)  -0.05
C (-2.3335, 3.1852, -2.0668)  -0.06
H (-2.0791, 0.6951, 2.5827)  0.11
H (0.5946, 2.1384, 3.9431)  0.08
H (2.8055, 0.6804, -1.9840)  0.02
H (-1.7701, 1.1028, -4.6238)  0.09
C (4.6752, 1.9489, 1.1489)  -0.06
H (-4.4392, -2.1066, 4.8138)  0.09
Se (1.8297, -1.7553, -0.7331)  0.60
C (3.4495, 3.9903, -1.1263)  -0.07
C (1.7239, -5.7120, -2.0467)  -0.12
C (0.7504, 1.0814, 4.1737)  -0.06
H (3.9272, 4.4961, -0.2850)  0.08
C (-3.7902, -1.8821, 3.9763)  -0.12
H (2.3909, 4.2585, -1.1340)  0.06
C (1.3026, -1.1953, 3.2341)  -0.06
H (5.6430, 1.4377, 2.9921)  0.09
H (1.7830, 2.1077, -2.1687)  0.06
C (-2.1053, -1.3017, 1.8054)  -0.32
C (-2.9943, 0.8106, -2.8518)  -0.55
C (2.8156, 1.7606, -2.1256)  -0.08
H (-4.8226, 1.9866, -2.6389)  0.07
H (0.3623, -1.6055, 3.6114)  0.07
H (5.5808, 2.3482, 0.7032)  0.11
H (0.0565, -7.0342, -2.3693)  0.09
H (2.4679, -6.4474, -2.3316)  0.09
C (-1.2401, -0.9940, 0.6896)  -0.32

Output
ΔE to the lowest compared entry with this formula, charge and spin (eV): 0.000
Total charge: -1
Multiplicity: 2
E_HOMO (spin up / spin down) (eV): -3.36 / -3.47
Expectation value of S²: 0.761
DFT total energy (eV): -106417.56568
Kohn-Sham gap (spin up / spin down) (eV): 6.158 / 6.267

***

2.
Entry from the Open Molecules 2025 dataset: an isolated molecule of C34H39N3O5 (the ωB97M-V functional and the def2-TZVPD basis).

Last column: Löwdin charge in e.
Geometry (Å):
C (2.3195, 2.8840, -3.1070)  -0.19
C (1.0049, -0.6922, -0.6436)  -0.25
O (-1.9720, 1.4363, -0.5339)  0.08
H (3.0582, -0.9485, 2.4409)  0.13
C (2.0807, -1.1139, 1.9830)  -0.02
H (-0.0636, 2.0756, -6.5014)  0.10
H (-0.2950, -1.8091, 5.8662)  0.16
H (-4.3384, 2.8120, 4.7695)  0.11
H (-1.5863, -0.0499, 3.6166)  0.11
C (-1.2777, -4.3523, 1.8684)  -0.09
N (-0.0096, -1.9297, 4.9097)  0.09
H (-2.7823, -5.1640, 3.1604)  0.10
H (-1.5783, -4.9757, 1.0391)  0.10
H (1.5663, -0.4980, 4.8116)  0.13
H (-4.9457, 2.0528, 3.2958)  0.12
H (3.3922, 5.0394, -1.9170)  0.10
C (1.5337, 0.2418, 1.5669)  -0.42
H (0.3233, -3.1943, -4.6173)  0.08
H (-4.5288, -0.4375, 2.9024)  0.12
H (-0.9742, 0.5491, -6.6547)  0.09
C (-0.2170, -2.3451, -1.8751)  -0.03
C (-0.1089, 1.0291, -6.1963)  -0.07
C (-2.8228, 2.3913, 3.2962)  -0.15
C (0.0722, 1.3560, -2.5835)  0.05
O (1.4987, 1.1773, 2.3566)  0.04
O (-0.3110, 0.8963, -4.8070)  -0.06
C (-0.5618, -2.8059, 4.0213)  -0.23
N (1.0356, 0.3525, 0.3199)  0.07
H (-4.9736, 0.4403, 5.1731)  0.11
C (0.4326, 1.6333, -0.0977)  -0.11
H (-3.2444, 0.6904, 5.4299)  0.11
H (0.8922, 2.3986, 0.5402)  0.15
H (-2.0042, 2.4367, 4.0189)  0.12
C (2.0771, -1.9281, -2.3977)  -0.03
H (3.0439, -0.4168, -1.2244)  0.13
C (0.4864, 1.5284, -3.9075)  -0.17
H (-3.6261, -1.3691, 4.0993)  0.10
C (-3.7145, -0.3879, 3.6282)  -0.19
H (4.5462, 3.6893, -1.7173)  0.10
H (2.4397, 3.1268, -0.9811)  0.11
C (-1.6154, -3.6980, 4.1720)  -0.03
H (4.8377, 4.9385, -2.9523)  0.09
H (1.8163, -3.9551, -4.0622)  0.08
H (2.1786, -1.7891, 1.1361)  0.11
H (-1.1379, -2.8788, -2.0577)  0.12
H (-2.2011, -0.8107, 2.1491)  0.12
N (-1.2414, 1.6342, 1.5947)  0.12
C (0.7754, 1.9092, -1.5361)  -0.16
H (-3.2631, 1.3252, 1.4654)  0.15
C (0.9018, -2.6240, -2.6510)  -0.27
H (0.2969, -3.4033, 0.7731)  0.10
H (-0.4216, 1.6874, 2.1895)  0.12
C (1.0047, -1.2497, 4.2918)  -0.05
C (-1.0674, 1.5656, 0.2623)  -0.42
C (-2.4155, -0.0524, 2.9051)  -0.14
C (1.8999, 2.6854, -1.8036)  0.03
H (-2.1384, -3.7883, 5.1131)  0.11
C (3.3353, 1.9245, -5.7823)  -0.07
C (-0.2298, -3.4736, 1.7131)  -0.03
C (-4.1248, 2.0513, 4.0159)  -0.20
C (0.1359, -2.6728, 2.7949)  -0.13
O (3.4034, 3.6433, -3.4511)  -0.09
O (2.0710, 2.4778, -5.4790)  -0.11
C (1.6320, 2.2805, -4.1795)  -0.13
C (-0.1723, -1.3891, -0.8781)  -0.02
C (0.8244, -3.6333, -3.7545)  -0.05
C (2.1321, -0.9662, -1.4070)  0.00
H (4.1339, 2.4009, -5.2103)  0.08
H (-1.0503, -1.1712, -0.2902)  0.12
H (0.8005, 0.5182, -6.5244)  0.09
C (1.1340, -1.6717, 3.0003)  -0.17
H (-2.9020, 3.3670, 2.8137)  0.12
H (2.9579, -2.1330, -2.9894)  0.11
C (-1.9652, -4.4625, 3.0803)  -0.10
C (-4.0324, 0.6771, 4.6729)  -0.21
H (-0.8216, 0.7819, -2.4146)  0.12
C (-2.4972, 1.3285, 2.2478)  -0.31
H (3.4899, 2.1070, -6.8447)  0.09
H (3.3483, 0.8446, -5.5901)  0.10
H (0.2506, -4.5037, -3.4433)  0.08
C (4.0699, 4.3591, -2.4413)  -0.08

Output
ΔE to the lowest compared entry with this formula, charge and spin (eV): 0.000
E_HOMO (eV): -7.91
SMILES string: COc1cc([C@@H](C(=O)NC2CCCCC2)N(C(=O)Cc2c[nH]c3ccccc23)c2ccc(C)cc2)cc(OC)c1OC
DFT total energy (eV): -50599.83461
Kohn-Sham gap (eV): 8.576

***

3.
Entry from the Open Molecules 2025 dataset: a cluster of 6 separate species, C34H39N4O6 in total at a distorted geometry (the ωB97M-V functional and the def2-TZVPD basis).

Last column: Löwdin charge in e.
Geometry (Å):
C (4.8878, 3.0173, 1.9404)  -0.40
C (3.9395, 3.8137, 2.4346)  0.01
H (0.7562, -1.1323, 1.5178)  0.06
H (-0.3900, -6.2931, -6.6564)  0.15
C (3.8723, 3.0744, -0.3079)  0.02
C (-1.3296, -6.4006, -5.8806)  0.04
C (-1.9295, -2.0298, 3.3897)  -0.07
C (0.8845, 2.7862, 3.4493)  0.00
H (1.9206, 0.1724, 5.4676)  0.11
C (-1.0168, -6.5513, -4.4891)  -0.40
C (-0.9422, -1.2207, 2.8516)  -0.09
C (1.4106, 1.6137, 3.7817)  -0.34
C (-2.5625, 6.2050, -0.7005)  -0.09
C (1.2027, 2.1542, 6.1717)  0.00
H (0.8126, -3.4906, -2.9738)  0.05
O (0.2373, -6.6896, -3.9815)  0.02
C (0.2373, 1.1754, -0.1976)  -0.03
H (0.0149, 4.6643, 4.1325)  0.13
C (-3.4658, -6.4660, -4.1049)  0.02
N (-2.8297, 3.4291, -0.7051)  0.02
C (0.4712, 3.7328, 4.6335)  0.06
C (2.9746, 4.4779, 1.4682)  0.03
O (-5.0743, -6.0548, -5.9590)  0.12
H (2.2573, 5.0269, 1.7839)  0.03
O (2.0179, 4.4961, -0.7332)  0.00
C (2.0254, -0.4504, -0.9254)  0.12
C (-0.9645, -3.7651, 2.2128)  -0.24
H (1.2594, 5.2356, -0.3851)  0.23
C (-2.1336, -6.6560, -3.7974)  -0.09
H (-0.2652, -2.2050, -4.7643)  0.13
C (-3.7905, -6.2108, -5.4855)  -0.32
H (-1.6966, 5.9379, -2.6519)  0.06
H (2.5713, -2.2818, -1.9088)  0.09
H (3.5495, 4.0711, 3.3742)  0.10
N (-0.0606, -3.0546, 1.5505)  0.06
H (-0.8265, -4.8129, 1.8359)  0.12
C (-0.0270, -1.7314, 1.9329)  -0.13
H (-2.1100, 3.2495, -2.5929)  0.10
H (-1.9576, -6.7830, -2.8382)  0.08
H (5.6269, 2.9760, 3.6896)  0.14
C (0.7217, 3.4368, 5.9476)  -0.41
C (4.9157, 2.5071, 0.6145)  0.03
C (-2.0203, 5.4458, -1.8123)  -0.01
H (-0.9224, -0.1533, 3.1414)  0.10
C (-0.1031, -0.8270, -1.6367)  -0.01
C (2.9329, 4.1041, 0.1064)  -0.40
H (-2.5432, 7.2956, -0.7297)  0.12
H (5.4078, 1.5015, 0.4374)  0.13
H (-4.4303, -6.2839, -3.4533)  0.16
H (0.9743, 1.8886, -0.0166)  0.06
H (-1.6606, -2.0960, -3.8296)  0.11
C (1.6400, 1.1835, 5.1780)  0.05
H (0.9874, -6.2913, -4.5798)  0.17
H (-3.4360, 6.2649, 1.0365)  0.12
C (-2.7707, -6.2057, -6.3483)  0.00
C (-2.9592, 5.5545, 0.3690)  -0.14
H (1.4162, 1.8374, 7.0537)  0.04
C (1.8241, -1.6675, -1.7039)  0.03
H (0.5839, 4.1088, 7.9896)  0.22
C (-1.9359, -3.3957, 3.0021)  -0.10
H (-2.6196, -4.0255, 3.6944)  0.15
H (-1.2187, -3.6603, -4.3247)  -0.02
H (-0.4460, 1.7564, -0.9789)  0.13
H (-1.1687, -0.6116, -1.5961)  0.18
H (-0.4694, 1.2187, 0.6090)  0.09
H (-0.3957, -3.6527, -2.0200)  0.06
O (1.9165, 0.7773, 2.7464)  -0.08
C (-2.1965, 3.9861, -1.7887)  -0.12
O (0.4837, 4.2903, 6.9288)  0.02
N (0.5364, -1.8830, -1.9644)  0.00
C (-0.8068, -2.8635, -3.9712)  0.00
H (-5.6490, -6.4617, -5.5136)  -0.02
C (-3.2039, 4.2212, 0.3661)  -0.12
H (-2.7123, -5.8050, -7.2833)  0.07
H (-3.8875, 3.7756, 1.0799)  0.11
N (0.7139, 0.0293, -0.8637)  -0.07
H (2.7522, 0.2625, 3.2605)  0.20
H (3.7448, 2.6236, -1.2601)  0.08
C (-0.0098, -3.1207, -2.6856)  -0.04
H (0.6669, 3.1546, 2.6187)  0.01
H (-2.6344, -1.6953, 4.2534)  0.14
H (2.6962, 0.0018, -0.4961)  0.03
O (5.7280, 2.4439, 2.8436)  0.02

Output
ΔE to the lowest compared entry with this formula, charge and spin (eV): 11.964
Total charge: +1
E_HOMO (eV): -10.10
DFT total energy (eV): -54115.60532
Kohn-Sham gap (eV): 7.715

***

Which of these has the highest DFT total energy?
C34H39N3O5

***

The highest DFT total energy belongs to which entry?
C34H39N3O5

***

What is the ΔE to the lowest compared entry with this formula, charge and spin in the second record?
0.000 eV